{
  "formula": "C4H6OS",
  "method": "ωB97M-V with the def2-TZVPD basis set",
  "elements": ["C", "C", "O", "C", "C", "S", "H", "H", "H", "H", "H", "H"],
  "coordinates": [[-0.8878, 1.2434, -0.0816], [-0.9212, -0.1977, -0.0372], [-1.9013, -0.9189, 0.1839], [0.2933, -1.0365, -0.3263], [1.4578, -0.4332, 0.4501], [2.9225, -0.0759, -0.0381], [-0.1214, 1.6475, -0.8483], [-0.4993, 1.4688, 0.9559], [-1.8150, 1.6963, -0.2899], [0.4670, -1.2432, -1.4410], [-0.0640, -1.9249, 0.0567], [1.0695, -0.2258, 1.4157]],
  "atomic_forces_ev_per_a": [[2.7, 1.5, 0.1], [-2.1, -3.6, -1.3], [0.3, 2.1, 0.1], [2.1, 1.9, -1.9], [-1.1, -1.1, -1.4], [0.5, 0.1, -0.1], [-1.0, -0.8, 1.4], [-0.4, 0.5, -1.0], [-1.2, 0.4, 0.2], [-0.1, 0.8, 1.5], [0.0, -2.3, 1.1], [0.3, 0.4, 1.4]],
  "nbo_charge": [-0.719, 0.579, -0.543, -0.578, -0.272, 0.111, 0.241, 0.251, 0.250, 0.243, 0.263, 0.173],
  "relative_energy_kj_mol": 172.7,
  "orbital_gap_ev": 8.6,
  "multiplicity": 1,
  "fmax_ev_per_a": 4.37,
  "smiles": "CC(=O)CC=S"
}